# 1
A 5-piece molecular cluster, C2H13NO4 overall. Source: the OMol25 dataset; level of theory: ωB97M-V/def2-TZVPD.

CARTESIAN COORDINATES (ANGSTROEM)
O (-1.904, -0.869, -0.695)
H (0.112, 1.283, -2.001)
O (2.636, 1.127, -1.991)
H (-3.345, 0.881, 1.934)
H (3.254, 1.185, -1.265)
H (1.141, -2.697, 0.244)
H (0.325, 0.502, 2.372)
N (0.205, 0.129, 1.438)
C (1.614, -2.043, 0.994)
H (2.656, -1.997, 1.096)
O (-2.523, 1.187, 1.511)
H (-2.559, 0.881, 0.617)
C (0.676, -1.216, 1.594)
H (-0.731, 2.143, -2.913)
H (-0.874, 0.153, 1.441)
H (-1.028, -1.174, -0.447)
H (-1.798, -0.066, -1.278)
H (3.222, 0.771, -2.744)
H (-0.186, -1.796, 2.174)
O (-0.892, 1.617, -2.083)

The calculation puts the highest occupied orbital energy at -7.804 eV. The calculation puts the energy above the lowest of the compared OMol25 structures with the same formula, charge and spin at 103.2 kcal/mol. For the calculated total energy, the calculation gives -11960.9900 eV. As for the SMILES: C=CN.O.O.O.O.


# 2
C14H26CdN2OS2 as an isolated structure. Source: the OMol25 dataset; level of theory: ωB97M-V/def2-TZVPD.

CARTESIAN COORDINATES (ANGSTROEM)
C (-1.811, 4.603, -2.615)
H (0.276, 4.951, -2.392)
H (-3.964, -0.541, 1.595)
H (-2.371, -2.014, 3.214)
Cd (-0.004, 0.098, -0.061)
S (1.085, -1.350, -1.929)
C (2.647, 1.040, 1.464)
C (4.142, -0.221, 2.881)
O (0.840, 2.205, 0.348)
C (2.200, 2.329, 0.834)
H (1.420, -3.739, -2.102)
H (-2.980, -2.215, 0.039)
C (-1.512, -1.836, 2.553)
H (2.866, 2.575, -0.004)
H (4.395, 1.882, 2.356)
C (-1.713, -1.799, -2.253)
C (-3.161, -0.232, 0.914)
C (1.200, -3.056, -1.270)
H (2.057, -3.036, -0.587)
H (5.032, -0.292, 3.507)
H (0.306, -3.389, -0.726)
S (-1.636, -0.117, 1.938)
H (-2.812, 4.678, -2.181)
H (-0.590, -1.856, 3.145)
H (-0.214, -2.238, -3.744)
C (3.311, -1.323, 2.692)
H (-2.315, 0.042, -1.690)
C (2.187, -1.203, 1.877)
H (-1.750, 4.224, -3.639)
H (1.497, -2.039, 1.714)
H (-1.463, -2.605, 1.771)
H (-2.543, -1.766, -2.980)
H (-3.339, 0.797, 0.569)
H (0.522, 3.038, -0.046)
H (-0.796, 5.440, -0.944)
N (-1.987, -0.793, -1.193)
H (-0.498, -0.487, -3.460)
H (-4.046, -1.089, -0.842)
N (1.880, -0.041, 1.258)
C (3.801, 0.976, 2.259)
C (-0.718, 4.993, -1.939)
H (3.528, -2.274, 3.168)
C (-0.419, -1.474, -2.983)
H (-1.681, -2.804, -1.815)
H (2.228, 3.129, 1.582)
C (-3.099, -1.172, -0.281)

The calculation puts the highest occupied orbital energy at -15.023 eV. Its total charge is +2. For the calculated total energy, the calculation gives -46188.1203 eV.


# 3
C3H6N4O2 in the gas phase. Source: the OMol25 dataset; level of theory: ωB97M-V/def2-TZVPD.

CARTESIAN COORDINATES (ANGSTROEM)
C (-1.282, 0.058, 0.653)
C (0.869, -1.161, -0.163)
N (2.866, -0.698, -0.345)
H (-2.323, -0.189, 0.541)
C (-1.130, 1.406, -0.149)
N (2.791, -1.964, -0.627)
H (0.601, 2.098, 0.173)
H (-0.946, 0.276, 1.769)
O (1.310, -2.234, -0.555)
H (-0.627, 0.971, -1.051)
N (-0.427, -0.966, -0.003)
N (1.762, -0.043, 0.175)
H (-0.977, -1.780, -0.394)
O (-0.257, 2.326, 0.339)
H (-2.230, 1.901, -0.361)

The calculation puts the highest occupied orbital energy at -9.561 eV. The calculation puts the energy above the lowest of the compared OMol25 structures with the same formula, charge and spin at 115.4 kcal/mol. For the calculated total energy, the calculation gives -13259.2636 eV. As for the SMILES: OCCNc1nnno1.


# 4
C5H11NO in the gas phase. Source: the OMol25 dataset; level of theory: ωB97M-V/def2-TZVPD.

CARTESIAN COORDINATES (ANGSTROEM)
C (-0.505, 0.951, 0.424)
H (-0.540, 0.644, 2.397)
N (0.070, 0.473, -0.727)
H (-1.417, -1.024, -0.911)
H (0.020, -2.032, 1.168)
H (-0.550, -0.631, -2.380)
H (0.838, 2.339, -1.194)
C (0.861, 1.332, -1.586)
C (-0.431, -0.775, -1.306)
H (1.370, -0.871, 1.307)
H (0.456, -1.512, 2.689)
O (-0.788, 2.122, 0.582)
H (-1.698, -0.496, 1.608)
H (0.522, 1.288, -2.620)
H (1.898, 0.984, -1.586)
C (0.382, -1.132, 1.670)
C (-0.706, -0.043, 1.568)
H (0.219, -1.618, -1.102)

The calculation puts the highest occupied orbital energy at -8.970 eV. The calculation puts the energy above the lowest of the compared OMol25 structures with the same formula, charge and spin at 23.3 kcal/mol. For the calculated total energy, the calculation gives -8900.6866 eV. As for the SMILES: CCC(=O)N(C)C.


Which value of highest occupied orbital energy does entry 2 give? -15.023 eV


Number 3 is which compound? C3H6N4O2


Which of these has the lowest highest occupied orbital energy? C14H26CdN2OS2